w:
Computed, not measured: a single C2H4O2S2 molecule, with ωB97M-V/def2-TZVPD.

## Properties
SMILES   O=S(=O)=CCS
Frontier orbital gap (spin up / spin down)   0.2951 / 0.2951 Ha

Geometry (Å):
C (0.42, -0.80, -0.09)
C (0.18, 0.40, -0.88)
O (0.44, -2.00, 2.14)
O (0.77, 0.55, 2.40)
S (-1.62, 0.61, -1.49)
S (0.38, -0.63, 1.67)
H (0.05, -1.71, -0.51)
H (0.27, 1.33, -0.26)
H (0.80, 0.36, -1.81)
H (-1.69, 1.89, -1.16)

Here are the Mulliken charges for atoms 1 to 5, given in e:
1. C -0.303
2. C -0.557
3. O -0.472
4. O -0.477
5. S -0.184



x:
Computed, not measured: a single C2H4O2S2 molecule, with ωB97M-V/def2-TZVPD.

## Properties
SMILES   CSSOC=O
Frontier orbital gap   0.3672 Ha

Geometry (Å):
C (1.84, 0.98, 0.05)
C (-1.82, -0.32, -0.03)
O (2.22, -0.26, -0.05)
O (0.76, 1.42, -0.25)
S (-0.41, -1.25, 0.77)
S (1.07, -1.45, -0.57)
H (2.66, 1.70, 0.51)
H (-2.04, 0.51, 0.59)
H (-2.61, -1.14, 0.07)
H (-1.67, -0.18, -1.08)

Here are the Mulliken charges for atoms 1 to 5, given in e:
1. C 0.305
2. C -0.735
3. O -0.313
4. O -0.464
5. S -0.035



What should be chosen as the most stable of them? Choose x.



w:
Computed, not measured: a gas-phase ion, C3H8NOS (charge +1), with ωB97M-V/def2-TZVPD.

## Properties
Total charge   +1
Frontier orbital gap   0.3551 Ha

Geometry (Å):
C (1.14, -0.55, 1.30)
C (0.29, 0.99, -0.71)
C (-1.24, 0.88, -0.65)
N (0.85, -0.28, -0.67)
O (0.56, 0.56, 1.59)
S (0.96, 1.99, 0.85)
H (0.57, -1.50, 1.69)
H (2.27, -0.69, 1.17)
H (0.67, 1.70, -1.40)
H (-1.38, 0.27, 0.30)
H (-1.56, 0.22, -1.47)
H (-1.75, 1.89, -0.61)
H (1.83, -0.43, -1.07)
H (0.17, -1.03, -0.98)

Here are the Mulliken charges for atoms 1 to 5, given in e:
1. C 0.010
2. C -0.175
3. C -1.020
4. N -0.478
5. O -0.250



x:
Computed, not measured: a gas-phase ion, C3H8NOS (charge +1), with ωB97M-V/def2-TZVPD.

## Properties
Total charge   +1
SMILES   [NH3+][C@H](C=O)CS
Frontier orbital gap   0.3440 Ha

Geometry (Å):
O (-2.08, 1.37, 0.53)
C (-0.97, 1.38, 0.10)
C (0.11, 0.18, 0.34)
C (0.68, -0.55, -0.84)
S (1.42, 0.66, -2.07)
N (-0.67, -0.65, 1.38)
H (-0.30, 2.11, -0.29)
H (1.04, 0.69, 0.69)
H (1.28, -1.40, -0.66)
H (-0.23, -0.83, -1.50)
H (2.30, -0.16, -2.66)
H (0.00, -1.09, 2.02)
H (-1.37, -0.18, 1.94)
H (-1.23, -1.51, 1.04)

Here are the Mulliken charges for atoms 1 to 5, given in e:
1. O -0.427
2. C 0.097
3. C -0.248
4. C -0.780
5. S -0.176



What should be chosen as the most stable of them? Choose x.



w:
Computed, not measured: a molecular structure, C5H7P, with ωB97M-V/def2-TZVPD.

## Properties
Frontier orbital gap   0.3353 Ha

Geometry (Å):
C (0.70, -1.22, -0.14)
C (2.01, -1.26, 0.10)
C (1.56, 1.24, -0.21)
C (0.05, 0.07, -0.46)
C (-1.13, 0.52, 0.37)
P (2.90, 0.33, 0.10)
H (0.09, -2.11, -0.15)
H (2.55, -2.18, 0.28)
H (1.41, 2.29, -0.32)
H (-0.13, 0.16, -1.52)
H (-1.57, 1.42, -0.05)
H (-0.82, 0.73, 1.39)
H (-1.89, -0.26, 0.39)

Here are the Mulliken charges for atoms 1 to 5, given in e:
1. C -0.371
2. C -0.433
3. C -0.312
4. C 0.095
5. C -1.167



x:
Computed, not measured: a single C5H7P molecule, with ωB97M-V/def2-TZVPD.

## Properties
Frontier orbital gap (spin up / spin down)   0.2629 / 0.3111 Ha

Geometry (Å):
C (-0.30, -1.85, -0.06)
C (-0.18, 0.70, -0.32)
C (0.01, 1.81, -0.98)
C (-0.97, -0.51, -0.20)
C (0.71, -0.65, 2.02)
P (0.81, -2.16, 1.25)
H (-0.31, -2.57, -0.91)
H (0.61, 2.71, -0.56)
H (-0.47, 2.05, -1.89)
H (-1.68, -0.59, -1.02)
H (-1.56, -0.16, 0.66)
H (1.38, -0.43, 2.79)
H (-0.14, -0.14, 2.11)

Here are the Mulliken charges for atoms 1 to 5, given in e:
1. C -0.182
2. C 0.207
3. C -0.790
4. C -0.699
5. C -0.728



What should be chosen as the most stable of them? Choose w.



w:
Computed, not measured: 2 unconnected molecules or ions with the total composition C2H7NO3, with ωB97M-V/def2-TZVPD.

## Properties
SMILES   CNC(=O)O.O
Frontier orbital gap   0.3619 Ha

Geometry (Å):
C (1.36, 0.94, 2.08)
N (0.59, 0.26, 1.01)
C (1.20, -0.06, -0.14)
O (1.38, -1.36, -0.19)
O (1.81, 0.78, -0.82)
H (1.52, 2.01, 1.74)
H (2.46, 0.56, 2.28)
H (0.90, 0.92, 3.13)
H (-0.14, 0.96, 0.73)
H (0.58, -1.91, -0.05)
H (-4.67, 0.23, -1.33)
H (-4.76, -1.33, -1.63)
O (-5.10, -0.50, -1.94)

Here are the Mulliken charges for atoms 1 to 5, given in e:
1. C -0.681
2. N -0.385
3. C 0.676
4. O -0.458
5. O -0.544



x:
Computed, not measured: 2 unconnected molecules or ions with the total composition C2H7NO3, with ωB97M-V/def2-TZVPD.

## Properties
SMILES   CNC(=O)O.O
Frontier orbital gap   0.3800 Ha

Geometry (Å):
C (0.06, -0.93, -0.88)
N (1.40, -1.43, -0.59)
C (2.33, -0.57, -0.01)
O (1.75, 0.74, 0.08)
O (3.38, -0.94, 0.37)
H (-0.18, -0.21, -0.10)
H (0.17, -0.39, -1.92)
H (-0.54, -1.78, -0.90)
H (1.81, -2.32, -0.84)
H (2.42, 1.34, 0.52)
H (-6.36, 1.77, 1.47)
H (-7.78, 2.15, 0.77)
O (-6.84, 2.51, 0.85)

Here are the Mulliken charges for atoms 1 to 5, given in e:
1. C -0.674
2. N -0.193
3. C 0.543
4. O -0.489
5. O -0.522



y:
Computed, not measured: 2 unconnected molecules or ions with the total composition C2H7NO3, with ωB97M-V/def2-TZVPD.

## Properties
SMILES   O=CO.NCO
Frontier orbital gap   0.4047 Ha

Geometry (Å):
N (1.29, 0.32, 2.36)
C (0.67, -0.08, 1.13)
O (0.28, 0.99, 0.22)
H (2.20, 0.74, 2.30)
H (0.69, 1.06, 2.74)
H (-0.28, -0.54, 1.35)
H (1.32, -0.76, 0.57)
H (0.79, 1.77, 0.44)
O (-1.11, -0.21, -3.41)
C (-1.53, -0.91, -2.52)
O (-1.60, -0.55, -1.24)
H (-1.83, -1.92, -2.82)
H (-0.89, 0.09, -1.12)

Here are the Mulliken charges for atoms 1 to 5, given in e:
1. N -0.589
2. C -0.161
3. O -0.599
4. H 0.246
5. H 0.269



z:
Computed, not measured: 2 unconnected molecules or ions with the total composition C2H7NO3, with ωB97M-V/def2-TZVPD.

## Properties
SMILES   O=CO.NCO
Frontier orbital gap   0.3841 Ha

Geometry (Å):
N (1.10, 0.59, -0.86)
C (1.03, 1.36, 0.37)
O (-0.26, 1.32, 1.00)
H (0.39, 0.85, -1.52)
H (2.03, 0.62, -1.24)
H (1.37, 2.40, 0.22)
H (1.66, 0.87, 1.12)
H (-0.76, 1.85, 0.38)
O (-1.06, -3.36, -0.32)
C (-1.49, -2.36, 0.16)
O (-1.25, -1.13, -0.44)
H (-2.18, -2.27, 1.00)
H (-0.58, -0.73, 0.14)

Here are the Mulliken charges for atoms 1 to 5, given in e:
1. N -0.463
2. C -0.335
3. O -0.489
4. H 0.188
5. H 0.206



What should be chosen as the most stable of them? Choose x.



w:
Computed, not measured: 2 unconnected molecules or ions with the total composition C2H7NO3, with ωB97M-V/def2-TZVPD.

## Properties
SMILES   O=CNCO.O
Frontier orbital gap   0.3781 Ha

Geometry (Å):
O (1.63, 2.47, -0.04)
C (0.67, 2.14, -0.72)
N (-0.28, 1.28, -0.29)
C (-0.11, 0.64, 1.01)
O (-1.13, -0.32, 1.09)
H (0.54, 2.55, -1.73)
H (-0.93, 0.93, -0.98)
H (-0.10, 1.35, 1.83)
H (0.87, 0.16, 0.99)
H (-0.84, -1.21, 1.03)
H (-0.48, -4.02, -0.52)
H (0.08, -2.71, -1.21)
O (0.08, -3.25, -0.46)

Here are the Mulliken charges for atoms 1 to 5, given in e:
1. O -0.561
2. C 0.028
3. N -0.117
4. C -0.228
5. O -0.555



x:
Computed, not measured: 2 unconnected molecules or ions with the total composition C2H7NO3, with ωB97M-V/def2-TZVPD.

## Properties
SMILES   O=CNCO.O
Frontier orbital gap   0.4144 Ha

Geometry (Å):
O (-0.31, 0.74, 1.46)
C (-0.14, 1.36, 0.46)
N (0.62, 0.90, -0.59)
C (1.65, -0.11, -0.48)
O (1.32, -1.53, -0.61)
H (-0.65, 2.25, 0.37)
H (0.63, 1.30, -1.57)
H (2.30, -0.06, -1.34)
H (2.23, -0.05, 0.48)
H (0.37, -1.63, -0.45)
H (-1.95, -0.45, 0.16)
H (-2.45, -1.81, 0.14)
O (-2.75, -0.88, -0.04)

Here are the Mulliken charges for atoms 1 to 5, given in e:
1. O -0.486
2. C -0.162
3. N -0.146
4. C -0.307
5. O -0.497



What should be chosen as the most stable of them? Choose w.



w:
Computed, not measured: a gas-phase ion, C2H2N3O (charge +1), with ωB97M-V/def2-TZVPD.

## Properties
Total charge   +1
SMILES   [H]/N=C/N=[N+]=C=O
Frontier orbital gap (spin up / spin down)   0.2719 / 0.2717 Ha

Geometry (Å):
C (-0.98, -0.30, -0.01)
C (1.97, 0.25, -0.16)
N (0.08, -1.09, 0.12)
N (1.26, -0.76, -0.05)
N (-1.40, 0.63, 0.67)
O (2.87, 0.94, -0.24)
H (-1.52, -0.78, -0.88)
H (-2.29, 1.10, 0.54)

Here are the Mulliken charges for atoms 1 to 5, given in e:
1. C 0.171
2. C 0.587
3. N -0.172
4. N 0.217
5. N -0.421



x:
Computed, not measured: a gas-phase ion, C2H2N3O (charge +1), with ωB97M-V/def2-TZVPD.

## Properties
Total charge   +1
SMILES   O=C1N=NC=[NH+]1
Frontier orbital gap (spin up / spin down)   0.2895 / 0.2895 Ha

Geometry (Å):
C (-0.20, -0.84, 0.10)
C (-2.15, 0.27, -0.05)
N (-2.36, -1.11, -0.04)
N (-1.16, -1.78, 0.01)
N (-0.71, 0.37, -0.10)
O (-2.91, 1.16, 0.08)
H (0.91, -1.18, 0.29)
H (-0.06, 1.14, -0.18)

Here are the Mulliken charges for atoms 1 to 5, given in e:
1. C 0.218
2. C 0.434
3. N 0.022
4. N -0.112
5. N 0.006



What should be chosen as the most stable of them? Choose x.